106
Properties=species:S:1:pos:R:3:forces:R:3:mulliken_spin:R:1 method="wB97M-V/def2-TZVPD" homo_ev="-11.024 / -10.867" relative_energy_ev=0.2242 orbital_gap_ha="0.25684 / 0.23407" multiplicity=2 charge=+1 largest_force_ev_per_a=1.4
Se -2.59046 3.48803 -0.59863 0.003 0.007 -0.068 0.85
V 0.20144 -0.80182 0.07035 -0.037 -0.026 1.391 -0.01
F 1.47962 1.22210 -3.66348 0.064 -0.008 0.018 0.00
F -2.06341 -4.02313 -1.02478 -0.003 0.031 0.105 0.00
F 3.12737 0.70478 -2.15450 0.010 0.026 -0.021 0.00
F -3.16629 -3.95740 1.02249 0.003 -0.019 -0.022 0.00
O 1.55455 -0.92891 -2.82541 0.071 0.123 -0.049 0.00
O -2.73239 -1.98007 -0.09369 0.144 -0.099 -0.011 0.00
O -0.93463 -3.35117 0.95473 0.095 0.073 -0.117 0.00
O 0.99074 0.94260 -1.31384 -0.340 0.015 -0.329 0.02
N 2.23445 -0.81642 1.01495 0.096 -0.131 -0.034 0.00
N 1.15967 -1.62900 -1.75102 -0.005 -0.130 0.013 0.00
N -0.28255 0.49853 -1.20656 0.305 0.842 -0.495 0.00
N -5.59813 6.73239 0.91032 0.143 -0.163 -0.065 0.08
N 0.01267 -2.78908 0.14741 -0.102 -0.707 0.025 0.00
N -0.58088 -0.47624 1.43768 -0.230 0.049 -0.189 0.00
N -1.85095 -1.19593 -0.70692 0.058 0.039 -0.228 -0.01
N 1.32839 1.97494 1.17814 -0.170 0.153 -0.113 -0.02
C -4.24532 5.80651 -0.84329 -0.016 0.074 0.032 0.05
C 2.79830 -2.17226 1.10669 -0.209 0.296 0.018 0.00
C 1.44367 4.00507 -0.25072 0.028 -0.007 -0.058 0.04
C 0.91810 5.25865 -0.56396 0.001 -0.012 -0.034 -0.01
C -3.74390 -0.27198 -1.98165 -0.013 0.043 -0.014 0.01
C 4.12789 -0.08811 2.38708 -0.072 -0.024 -0.042 0.00
C -0.44676 5.23561 1.38527 -0.036 0.049 -0.008 0.01
C 3.73627 -2.59672 0.16815 0.107 0.050 -0.068 0.00
C -2.29721 -1.45466 2.95991 -0.048 -0.006 -0.034 0.00
C 4.39097 -1.68800 -0.83719 0.007 -0.038 0.076 0.00
C 4.13588 -3.93508 0.20016 0.065 -0.008 0.063 0.00
C 3.66637 2.59462 1.64347 -0.050 -0.034 0.005 0.00
C 0.04869 3.98800 1.73656 -0.012 -0.098 0.100 0.03
C 2.88720 0.14716 1.56988 -0.087 0.090 0.017 0.00
C 0.57393 -5.05231 -0.59662 0.079 -0.074 -0.027 0.00
C 2.10194 -3.63797 -2.81284 -0.034 -0.059 -0.017 0.00
C 1.36778 -2.89014 -1.76256 -0.181 -0.055 0.225 0.00
C 0.96733 3.34398 0.89332 0.128 -0.205 0.019 -0.01
C -0.03229 5.87178 0.22550 -0.032 -0.037 0.031 -0.02
C -0.34348 3.39945 3.05965 0.136 0.055 0.087 0.00
C -1.26457 0.58312 -2.01939 -0.159 -0.153 0.006 -0.01
C -1.31888 1.39273 -3.25694 -0.104 0.064 0.027 -0.01
C 2.52300 3.48639 -1.16299 -0.018 0.025 0.038 0.00
C -5.16390 5.75964 1.71430 -0.030 0.078 -0.047 -0.03
C 2.31337 -3.03823 2.09338 -0.008 0.008 0.191 0.00
C 3.65101 -4.81333 1.14953 -0.043 0.045 0.010 0.00
C 1.38168 -2.55830 3.16816 0.107 -0.022 -0.060 0.00
C 2.75109 -4.35404 2.10162 0.042 -0.051 -0.021 0.00
C 2.52025 1.63280 1.42730 0.176 -0.135 0.050 0.00
C -3.80612 4.79242 0.00294 0.028 -0.045 0.029 -0.04
C -2.31480 0.95172 2.26037 -0.031 -0.040 -0.131 -0.02
C -5.14325 6.74017 -0.34276 -0.004 0.011 0.085 -0.03
C -1.42222 -0.24443 2.61720 0.240 -0.053 -0.157 0.00
C -2.32575 -0.34193 -1.55050 0.205 0.066 0.014 0.03
C -0.48964 0.01381 3.82003 -0.002 0.031 0.029 0.00
C -4.28052 4.76896 1.31347 -0.051 0.014 0.011 0.04
C 0.64107 -3.57611 -0.65395 0.092 0.116 -0.194 0.00
B 1.83580 0.50030 -2.56239 -0.154 -0.031 0.052 0.00
B -2.24704 -3.39310 0.20284 0.002 0.010 -0.001 0.00
H 4.21361 -2.02788 -1.85945 0.005 0.000 0.023 0.00
H 0.45777 0.46227 3.52638 0.007 0.099 -0.021 0.00
H -2.77629 1.33814 3.17012 -0.039 -0.019 -0.010 0.00
H 4.02259 2.53050 2.67268 0.007 0.016 -0.030 0.00
H -1.31001 3.78180 3.39030 0.022 -0.007 -0.019 0.00
H 2.82432 -4.31113 -2.34807 -0.028 0.002 -0.016 0.00
H -4.24678 -1.20393 -1.74333 -0.019 -0.013 -0.004 0.00
H -3.80843 -0.08001 -3.05245 0.005 0.007 0.014 0.00
H 1.40638 -4.24466 -3.39706 0.019 -0.007 -0.003 0.00
H -0.27678 -0.92289 4.33274 -0.043 0.100 0.016 0.00
H 4.86958 -4.26824 -0.52530 0.000 -0.007 0.006 0.00
H 2.61149 -2.94981 -3.47912 -0.007 0.015 -0.023 0.00
H 1.28189 5.75463 -1.45656 -0.007 -0.004 0.009 0.00
H 5.00343 0.31133 1.87203 -0.016 -0.016 -0.008 0.00
H -1.75751 1.75296 1.77908 -0.113 -0.110 -0.020 0.02
H -0.99053 0.67624 4.52422 0.000 0.022 0.021 0.00
H -1.16717 5.70988 2.04219 0.025 0.017 -0.013 0.01
H 3.33410 3.61154 1.46301 -0.008 0.026 0.002 0.00
H -1.71287 -2.36935 3.03702 0.003 0.046 0.037 0.00
H -3.10542 0.62784 1.58096 0.030 0.011 -0.004 0.00
H 1.57541 -5.46121 -0.74013 -0.068 0.004 0.000 0.00
H 0.92346 -3.39673 3.69007 0.027 -0.017 -0.006 0.00
H 0.39341 3.65960 3.82510 0.000 0.014 -0.005 0.00
H -0.39113 2.32118 3.01085 0.112 0.023 0.083 0.00
H -2.34339 1.70033 -3.45651 0.000 -0.006 0.003 -0.01
H 3.97841 -5.84513 1.15937 0.005 0.017 0.009 0.00
H 4.51211 2.38290 0.98752 -0.038 -0.024 -0.021 0.00
H -0.07280 -5.41584 -1.39634 -0.008 -0.013 -0.021 0.00
H -3.96719 3.99325 2.00055 -0.014 0.020 -0.012 0.01
H 2.37972 -5.02194 2.86967 0.007 0.004 -0.025 0.00
H 1.92437 -1.95712 3.90433 -0.022 0.015 -0.017 0.00
H 4.04927 -0.66276 -0.78189 -0.014 0.029 0.027 0.00
H -0.95683 0.78711 -4.09109 -0.026 0.012 -0.012 0.00
H -3.08822 -1.60770 2.23060 0.043 -0.003 0.024 0.00
H -0.67937 2.26746 -3.17543 0.022 -0.015 0.005 0.00
H -5.50628 7.53983 -0.97745 -0.013 0.001 -0.007 0.00
H 3.37520 4.16997 -1.14226 -0.009 0.001 -0.002 0.00
H 2.88204 2.50066 -0.90652 0.004 -0.019 0.035 0.00
H -4.25464 0.54335 -1.46119 0.011 -0.008 -0.005 0.00
H -3.89016 5.87050 -1.86264 -0.018 -0.003 0.004 0.00
H 0.16019 -5.37864 0.35185 -0.007 0.004 0.011 0.00
H -5.54467 5.77397 2.72918 -0.006 -0.003 -0.005 0.00
H 4.29998 -1.13625 2.59646 -0.030 -0.101 -0.018 0.00
H -2.75066 -1.24595 3.93095 -0.030 -0.011 -0.016 0.00
H 5.47145 -1.70205 -0.67911 -0.015 0.012 -0.028 0.00
H 2.17081 3.44270 -2.19412 -0.006 0.005 -0.001 0.00
H 4.03987 0.45449 3.32998 0.006 -0.014 -0.025 0.00
H -0.43577 6.83813 -0.04707 0.011 0.001 0.012 0.00
H 0.58728 -1.94002 2.76446 0.078 -0.114 -0.052 0.00